# 1
A structure of composition C25H19Cl3CoGeN3O5, computed with ωB97M-V/def2-TZVPD.

Results
- Kohn-Sham gap (alpha / beta) (Eh) = 0.254 / 0.225
- relative energy (zero: lowest compared OMol25 entry of this formula, charge and spin) (eV) = 0.000
- lowest unoccupied orbital energy (alpha / beta) (eV) = -3.57 / -4.43

```
! RIJCOSX wB97M-V def2-TZVPD def2/J DEFGRID3
* xyz 1 6
H -8.887 -10.436 -6.969
Cl -17.185 -8.170 -2.506
C -17.798 -8.077 -9.263
H -7.665 -9.791 -8.149
N -16.357 -10.954 -5.840
C -10.564 -8.385 -7.856
C -18.364 -9.713 -6.041
O -21.641 -5.318 -5.972
H -14.177 -4.930 -7.883
O -13.824 -9.820 -7.701
Co -15.808 -9.694 -7.591
H -19.170 -6.567 -9.999
C -17.372 -6.701 -11.185
H -15.108 -13.126 -3.633
H -14.645 -12.009 -5.834
H -12.271 -5.493 -7.814
C -11.574 -9.327 -7.777
C -20.186 -8.309 -6.354
H -14.247 -5.143 -6.142
H -19.867 -9.521 -4.579
C -14.518 -6.958 -7.215
O -9.262 -8.646 -7.974
Ge -15.861 -7.740 -4.112
C -19.744 -7.961 -7.586
H -9.112 -10.601 -8.748
C -15.834 -12.448 -4.045
O -15.535 -7.653 -6.924
C -8.723 -9.978 -7.938
H -17.621 -5.870 -11.849
C -17.521 -10.698 -5.271
C -12.920 -8.881 -7.692
H -17.290 -12.628 -2.452
C -15.886 -8.446 -10.515
C -16.202 -7.416 -11.385
C -21.565 -5.863 -4.962
H -15.533 -7.226 -12.219
N -16.638 -8.732 -9.467
C -17.914 -11.318 -4.089
H -11.429 -10.390 -7.846
C -13.236 -7.469 -7.631
C -19.542 -9.187 -5.559
O -21.514 -6.416 -3.945
Cl -14.139 -8.987 -4.053
Cl -15.274 -5.713 -3.768
H -15.015 -9.109 -10.635
C -18.520 -8.477 -7.989
H -18.878 -11.112 -3.632
N -17.852 -9.315 -7.201
C -15.537 -11.829 -5.243
C -14.684 -5.473 -7.080
C -12.138 -6.557 -7.787
H -20.234 -7.265 -8.269
C -18.185 -7.065 -10.128
H -10.043 -6.333 -7.903
C -17.062 -12.161 -3.419
H -15.718 -5.178 -7.085
C -10.864 -6.995 -7.824
*
```

=====

# 2
A structure of composition C25H19ClFeN5O3, computed with ωB97M-V/def2-TZVPD.

Results
- Kohn-Sham gap (alpha / beta) (Eh) = 0.251 / 0.285
- lowest unoccupied orbital energy (alpha / beta) (eV) = -6.36 / -7.04

```
! RIJCOSX wB97M-V def2-TZVPD def2/J DEFGRID3
* xyz 2 6
Fe -0.343 0.250 -0.203
C 1.500 -2.353 -3.169
H 1.657 -2.433 2.276
C -0.742 -3.184 -3.017
N -5.807 -1.521 2.156
C 1.265 -1.428 2.223
C 0.509 -3.264 -3.574
C -0.271 0.289 3.168
C -1.081 -1.478 5.105
C -4.623 -1.143 1.664
C -3.174 0.507 0.704
N 1.723 0.470 -0.851
C 3.428 -0.428 -2.317
H -5.184 0.914 1.247
H 4.509 2.312 -0.633
C -1.589 -0.181 5.088
H 5.300 0.658 -2.290
N -2.135 -0.354 0.610
C 2.825 -2.350 -3.712
H -1.495 -2.278 1.033
H -2.998 1.523 0.369
Cl 0.183 1.438 1.900
C 3.862 1.516 -0.972
O 5.170 -2.083 -4.961
N -0.069 -1.343 -1.645
H -2.295 0.142 5.840
H 2.219 2.117 0.281
C -1.183 0.714 4.099
H -3.627 -3.054 1.944
H -1.397 -2.169 5.875
O -1.102 3.008 -1.805
H -1.575 1.722 4.067
O 6.016 -1.246 -3.162
H 0.242 -2.886 4.190
H 0.739 -4.011 -4.324
H -1.533 -3.858 -3.310
C -2.344 -1.606 1.072
C 0.300 -1.005 3.145
C -0.991 -2.203 -2.054
C -3.533 -2.037 1.589
C -0.166 -1.884 4.160
N 5.088 -1.562 -3.877
C -4.399 0.172 1.203
C 1.163 -1.409 -2.200
C 2.569 1.414 -0.463
C -0.908 2.000 -1.366
H 1.754 -0.746 1.541
H -5.961 -2.458 2.487
C 3.729 -1.447 -3.294
C 2.137 -0.433 -1.775
H -6.580 -0.880 2.205
H -1.973 -2.112 -1.607
C 4.299 0.599 -1.893
H 3.106 -3.076 -4.463
*
```

=====

# 3
A structure of composition C25H19CrF5N8O2, computed with ωB97M-V/def2-TZVPD.

Results
- Kohn-Sham gap (alpha / beta) (Eh) = 0.194 / 0.194
- relative energy (zero: lowest compared OMol25 entry of this formula, charge and spin) (eV) = 1.970
- lowest unoccupied orbital energy (alpha / beta) (eV) = -8.72 / -8.72

```
! RIJCOSX wB97M-V def2-TZVPD def2/J DEFGRID3
* xyz 2 1
C -1.641 1.122 3.274
H -0.474 -0.074 1.280
H 1.404 -1.817 5.218
O 1.701 -0.683 2.879
C -5.765 -4.205 -2.216
N -0.790 -0.940 4.337
N 0.493 1.534 0.349
F -4.187 -3.688 -4.245
H 0.834 2.448 0.657
C -1.760 -1.378 -1.910
N -6.601 -4.753 -2.777
H 4.236 2.224 -3.147
Cr 2.240 0.568 -0.813
N 0.601 -1.313 -6.195
C -4.799 -3.477 -1.491
F -3.016 -1.794 -0.028
H -2.387 1.426 2.538
H -2.822 -0.434 4.149
C -4.964 -3.502 -0.090
H 4.652 6.436 -0.552
C -1.431 -1.511 -3.286
O 2.430 0.109 0.915
F -0.946 -0.651 -1.098
H -1.972 -2.998 3.285
C 3.836 4.467 -0.589
C 4.339 3.154 -2.605
H 3.375 4.542 0.384
H -0.281 -0.305 4.934
C 0.247 0.708 1.539
H 5.499 4.142 -4.077
H 0.484 1.323 3.588
H -1.826 1.710 4.174
C 5.038 4.224 -3.104
N 1.150 0.566 -2.327
H 1.123 -3.467 4.838
C 0.495 -0.068 -3.060
H -0.224 2.551 2.564
N -1.011 -3.119 3.562
H -0.682 -4.072 3.587
C 5.150 5.404 -2.368
F 3.348 -0.569 -1.542
H -0.377 1.708 -0.155
C 3.699 3.263 -1.331
H -2.014 -0.925 2.659
C -3.410 -2.942 -3.484
H 5.708 6.238 -2.768
C -3.724 -2.820 -2.089
N 0.765 -2.528 4.899
C 4.550 5.518 -1.113
C -0.287 -0.888 -3.829
C -2.831 -1.993 -1.339
C 2.951 2.192 -0.987
N -5.037 -3.576 1.052
F -2.070 -2.508 -5.335
C -0.234 1.480 2.780
C -1.886 -0.361 3.584
C -0.352 -2.190 4.263
C 1.589 -0.049 1.858
C 0.181 -1.125 -5.149
C -2.315 -2.333 -4.046
*
```

=====

# 4
A structure of composition C25H19F10N3TeZn, computed with ωB97M-V/def2-TZVPD.

Results
- Kohn-Sham gap (Eh) = 0.247
- lowest unoccupied orbital energy (eV) = -0.68

```
! RIJCOSX wB97M-V def2-TZVPD def2/J DEFGRID3
* xyz 0 1
C -1.134 4.134 -2.351
F 5.699 0.303 -4.255
C -4.389 -0.423 -0.021
C -6.129 -3.616 -1.105
H -4.350 0.227 -0.896
C 3.710 -0.239 -3.090
F -0.654 6.068 -1.113
C 5.668 0.374 -1.892
F -1.493 2.133 -3.543
Te -2.455 -0.444 0.951
H 0.285 -2.202 3.103
H 2.758 -0.438 3.838
C 0.160 -1.168 3.422
C 5.001 0.205 -0.690
H -7.133 -3.968 -1.306
H -1.562 -2.932 0.232
C -4.641 -1.849 -0.425
N 2.884 -0.413 0.471
F 6.940 0.769 -1.878
C -2.174 -2.190 -0.279
H -5.200 -5.491 -1.585
H 4.327 -0.862 1.939
F 0.489 4.684 0.827
N 1.026 -0.288 2.621
C 0.770 1.120 3.009
F 3.069 -0.451 -4.238
C -0.605 4.740 -1.227
C -5.926 -2.309 -0.688
H 3.719 0.787 2.007
H -0.883 -0.892 3.296
C -3.556 -2.711 -0.568
F 1.759 -0.782 -1.891
C 5.040 0.149 -3.102
C 3.653 -0.199 -0.624
C 1.125 2.176 1.951
H 2.406 -1.823 2.787
C 3.432 -0.249 1.805
H -6.768 -1.638 -0.567
Zn 0.962 -0.099 0.425
C -5.048 -4.470 -1.258
H 1.295 1.349 3.945
F -1.716 4.853 -3.318
F 5.709 0.472 0.427
C -1.027 2.758 -2.462
H -1.667 -1.894 -1.199
N 0.616 1.763 0.658
C 3.065 -0.406 -1.889
C 2.420 -0.733 2.836
F -0.290 0.696 -1.634
H -0.301 1.202 3.196
H 0.412 -1.098 4.486
H 2.208 2.325 1.910
C -0.433 2.037 -1.453
C -3.765 -4.019 -0.987
H 0.691 3.112 2.298
C -0.017 3.998 -0.219
C 0.081 2.593 -0.261
H -2.917 -4.685 -1.093
H -5.146 -0.047 0.663
*
```